Here is C4H11N3O as an isolated structure from the Open Molecules 2025 dataset. Energies are from ωB97M-V/def2-TZVPD.

XYZ file:
```
19
Properties=species:S:1:pos:R:3:nbo_charge:R:1
C 0.421 0.404 -1.264 0.273
C -0.753 -0.050 -0.379 -0.336
C -1.118 -1.512 -0.601 -0.620
C -0.329 0.306 1.031 0.603
N 0.592 1.747 -1.239 -0.922
N -0.243 -0.653 1.973 -0.782
O 1.601 -0.480 -0.336 -0.934
N -0.052 1.565 1.238 -0.779
H 2.429 -0.028 -0.529 0.455
H 0.484 -0.128 -2.217 0.176
H -1.610 0.589 -0.617 0.244
H 0.331 2.026 0.104 0.437
H 1.404 2.038 -1.771 0.356
H -0.079 -1.591 1.647 0.411
H 0.226 -0.424 2.836 0.390
H 0.330 1.811 2.144 0.368
H -1.904 -1.836 0.083 0.211
H -1.488 -1.638 -1.618 0.224
H -0.240 -2.146 -0.486 0.227
```



Here is one molecule with the formula C4H11N3O from the Open Molecules 2025 dataset. Energies are from ωB97M-V/def2-TZVPD.

XYZ file:
```
19
Properties=species:S:1:pos:R:3:nbo_charge:R:1
C 2.605 -0.208 0.009 -0.699
C 1.144 -0.582 -0.021 0.668
O 0.728 -1.725 0.024 -0.633
N 0.284 0.466 -0.026 -0.174
N 0.751 1.780 -0.023 -0.630
N -1.176 0.241 -0.004 -0.292
C -1.646 -0.401 1.210 -0.421
C -1.655 -0.417 -1.207 -0.421
H 2.829 0.322 0.931 0.233
H 2.839 0.449 -0.824 0.233
H 3.199 -1.115 -0.059 0.231
H 0.390 2.275 -0.837 0.354
H 0.414 2.266 0.806 0.354
H -1.395 -1.465 1.256 0.201
H -2.730 -0.289 1.246 0.199
H -1.214 0.107 2.071 0.199
H -2.740 -0.311 -1.234 0.199
H -1.395 -1.479 -1.243 0.200
H -1.234 0.086 -2.076 0.199
```

SMILES string: CC(=O)N(N)N(C)C



Computed LUMO, in the same sequence as the records: 0.032, 0.034 Ha.
Computed max |F|, in the same sequence as the records: 1.6, 2.2 eV/Å.
Computed HOMO level, in the same sequence as the records: -8.10, -8.99 eV.